Below is a cluster of 2 separate species, C13H34INO8P3 in total at a distorted geometry, with properties calculated with the ωB97M-V functional and the def2-TZVPD basis.

## Properties
LUMO level	2.2	eV
largest force on an atom	5.901	eV/A
frontier orbital gap	7.59	eV
spin multiplicity	1
HOMO energy	-5.343	eV
net charge	-1

```
60
C13H34INO8P3, DFT the ωB97M-V functional and the def2-TZVPD basis
C -0.525 -0.681 4.249
C -1.046 -0.845 2.979
C -0.263 -1.109 1.641
P 0.247 0.426 0.605
O -0.112 1.497 1.924
C 2.034 0.154 1.235
C 2.357 0.227 2.759
C 3.867 0.778 2.910
I 4.536 0.467 4.952
C -1.531 0.471 -0.136
P -3.003 1.096 0.716
O -4.156 0.092 0.553
O -3.052 1.566 2.311
O -3.565 2.476 -0.160
N 0.688 1.767 -0.499
C 1.342 2.939 0.012
C 1.961 3.753 -1.230
C 2.379 5.209 -0.766
P 0.867 -0.934 -1.099
O 0.001 -0.811 -2.354
O 2.459 -0.573 -1.652
O 0.942 -2.578 -0.635
H 0.478 -1.078 4.555
H -1.148 -0.124 4.997
H -2.175 -0.865 2.903
H 0.600 -1.784 1.947
H -0.931 -1.825 1.060
H -0.618 2.274 1.666
H 2.829 0.765 0.690
H 2.327 -0.904 0.919
H 1.747 0.830 3.460
H 2.408 -0.828 3.180
H 4.511 0.306 2.124
H 3.782 1.895 2.758
H -1.429 1.041 -1.112
H -1.800 -0.571 -0.501
H -2.736 2.476 2.462
H -3.096 3.241 0.224
H 0.878 1.492 -1.456
H 0.575 3.659 0.459
H 2.179 2.850 0.756
H 1.234 3.730 -2.089
H 2.888 3.192 -1.578
H 3.313 5.159 -0.149
H 2.511 5.846 -1.687
H 1.505 5.639 -0.187
H 2.410 -0.333 -2.591
H 1.891 -2.771 -0.517
C -2.169 -4.002 -4.638
C -2.309 -4.545 -3.224
C -3.545 -3.981 -2.537
O -1.151 -4.208 -2.469
H -2.060 -2.914 -4.628
H -1.273 -4.406 -5.116
H -3.038 -4.261 -5.250
H -2.370 -5.636 -3.253
H -3.483 -2.892 -2.456
H -3.628 -4.370 -1.519
H -4.455 -4.239 -3.085
H -1.083 -3.245 -2.434
```

Mulliken population analysis, charges in e, atoms 1 to 4: -0.90 -0.22 -0.89 1.39



Below is a structure of composition C31H23BrCl2N4O3Tm at a distorted geometry, with properties calculated with the ωB97M-V functional and the def2-TZVPD basis.

## Properties
LUMO level (alpha / beta)	-3.6 / -3.6	eV
largest force on an atom	2.937	eV/A
frontier orbital gap (alpha / beta)	6.59 / 6.59	eV
spin multiplicity	3
⟨S²⟩	2.00
HOMO energy (alpha / beta)	-10.240 / -10.239	eV
net charge	+1

```
65
C31H23BrCl2N4O3Tm, DFT the ωB97M-V functional and the def2-TZVPD basis
Tm 0.007 0.780 -0.876
Br 7.577 -1.328 -1.387
C 5.748 -0.949 -1.644
C 5.150 -0.793 -2.918
C 3.757 -0.547 -2.968
C 2.981 -0.309 -1.811
O 1.708 -0.053 -1.885
C 3.651 -0.359 -0.551
C 2.940 -0.003 0.644
N 1.834 0.674 0.665
C 1.368 1.199 1.890
C 1.215 0.510 3.100
C 0.598 1.086 4.207
C -0.099 2.297 4.082
C -0.246 2.895 2.822
C -1.247 3.866 2.545
C -1.584 4.173 1.246
C -0.744 3.657 0.258
N 0.107 2.641 0.455
C 0.537 2.341 1.745
C 4.975 -0.780 -0.496
H 5.722 -0.851 -3.898
H 3.263 -0.442 -3.916
H 3.389 -0.183 1.567
H 1.746 -0.388 3.272
H 0.644 0.615 5.230
H -0.557 2.766 4.967
H -1.863 4.301 3.327
H -2.403 4.874 1.061
H -0.863 3.995 -0.789
H 5.455 -0.890 0.454
C 0.152 -3.098 -1.470
C -0.485 -2.864 -0.255
C 0.222 -2.803 0.965
C 1.590 -2.931 0.892
C 2.231 -3.276 -0.316
C 1.525 -3.399 -1.509
H -0.425 -3.003 -2.421
H -1.521 -2.600 -0.185
H -0.294 -2.671 1.913
H 2.249 -2.736 1.723
H 3.294 -3.481 -0.290
H 2.046 -3.632 -2.449
N -4.387 -0.119 -1.085
C -3.282 0.660 -1.240
N -2.379 0.490 -0.225
C -3.007 -0.410 0.660
C -2.762 -0.645 2.031
C -3.816 -1.103 2.782
C -4.966 -1.664 2.224
C -5.190 -1.579 0.838
C -4.227 -0.875 0.098
H -5.188 -0.147 -1.695
H -3.097 1.248 -2.110
H -1.904 -0.369 2.542
H -3.753 -1.022 3.853
H -5.742 -2.065 2.870
H -6.148 -1.799 0.413
Cl 0.466 1.335 -5.661
C -0.844 1.243 -4.587
Cl -0.909 -0.513 -3.743
C -0.795 2.372 -3.560
O -1.373 3.412 -3.844
O -0.304 2.075 -2.390
H -1.744 1.175 -5.166
```

Mulliken population analysis, charges in e, atoms 1 to 4: 0.95 -0.17 -0.24 -0.33



Below is the molecule C5H9N3O at a distorted geometry, with properties calculated with the ωB97M-V functional and the def2-TZVPD basis.

## Properties
LUMO level (alpha / beta)	0.1 / 0.1	eV
largest force on an atom	3.678	eV/A
frontier orbital gap (alpha / beta)	7.50 / 7.50	eV
spin multiplicity	1
ΔE to the lowest compared entry with this formula, charge and spin	6.7259	eV
HOMO energy (alpha / beta)	-7.406 / -7.407	eV
net charge	0

```
18
C5H9N3O, DFT the ωB97M-V functional and the def2-TZVPD basis
C -0.958 -1.011 -0.041
C 1.528 -1.549 0.148
N -1.818 0.066 0.354
C 0.678 0.860 0.072
C 0.455 -0.523 0.017
N 1.940 1.347 -0.339
C -0.921 1.612 0.263
O -2.963 0.130 -0.461
N 0.049 1.823 1.034
H -3.697 0.207 0.166
H 2.200 1.124 -1.289
H 2.078 2.321 -0.113
H -1.209 -1.424 -1.034
H -1.086 -1.826 0.690
H -1.674 2.327 -0.054
H 1.411 -2.093 1.092
H 1.470 -2.290 -0.655
H 2.516 -1.097 0.150
```

Mulliken population analysis, charges in e, atoms 1 to 4: -0.57 -1.41 -0.18 0.62



Below is the molecule C4H8N2 at a distorted geometry, with properties calculated with the ωB97M-V functional and the def2-TZVPD basis.

## Properties
SMILES	CC(C)(N)C#N
LUMO level	0.8	eV
largest force on an atom	2.408	eV/A
frontier orbital gap	11.09	eV
spin multiplicity	1
ΔE to the lowest compared entry with this formula, charge and spin	1.0853	eV
HOMO energy	-10.292	eV
net charge	0

```
14
C4H8N2, DFT the ωB97M-V functional and the def2-TZVPD basis
C -0.797 1.080 -0.632
C -0.008 -0.084 -0.020
C 1.522 0.092 0.022
N -0.322 -1.310 -0.657
C -0.687 -0.198 1.620
N -1.167 -0.527 2.638
H -1.637 1.150 0.045
H -1.171 0.922 -1.654
H -0.243 2.023 -0.602
H 2.019 -0.210 -0.917
H 1.914 -0.541 0.818
H 1.800 1.130 0.216
H 0.101 -2.086 -0.159
H -1.325 -1.442 -0.718
```

Mulliken population analysis, charges in e, atoms 1 to 4: -1.52 1.49 -1.56 -0.70



Below is a structure of composition C3H4NO2S at a distorted geometry, with properties calculated with the ωB97M-V functional and the def2-TZVPD basis.

## Properties
LUMO level	4.1	eV
largest force on an atom	3.178	eV/A
frontier orbital gap	7.28	eV
spin multiplicity	1
ΔE to the lowest compared entry with this formula, charge and spin	3.4181	eV
HOMO energy	-3.172	eV
net charge	-1

```
11
C3H4NO2S, DFT the ωB97M-V functional and the def2-TZVPD basis
C -0.585 -1.056 0.237
C -0.200 1.191 -0.703
C -1.158 0.335 0.092
N 0.578 -1.528 -0.128
O 2.497 0.063 -1.335
O 1.962 0.052 1.087
S 1.454 0.008 -0.272
H -1.261 -1.831 0.425
H 0.160 2.102 -0.157
H -2.160 0.011 -0.349
H -1.288 0.652 1.101
```

Mulliken population analysis, charges in e, atoms 1 to 4: -0.19 -0.58 -0.30 -0.51



Below is a cluster of 4 separate species, C25H43F14O11P2S in total at a distorted geometry, with properties calculated with the ωB97M-V functional and the def2-TZVPD basis.

## Properties
LUMO level	1.8	eV
largest force on an atom	3.134	eV/A
frontier orbital gap	5.36	eV
spin multiplicity	1
HOMO energy	-3.580	eV
net charge	-1

```
96
C25H43F14O11P2S, DFT the ωB97M-V functional and the def2-TZVPD basis
C 3.650 0.459 -0.139
C 3.583 1.289 -1.034
P 2.991 2.519 -2.380
F 2.719 3.640 -1.076
C 2.375 3.888 -3.588
C 1.087 3.517 -4.384
C -0.256 3.724 -3.589
F 0.062 4.040 -2.305
F -0.889 4.819 -4.131
C -1.107 2.427 -3.706
F -0.545 1.366 -3.099
F -1.214 2.112 -5.033
C -2.625 2.534 -3.220
F -3.251 3.328 -4.122
F -3.129 1.273 -3.403
C -2.788 3.046 -1.762
F -1.835 2.566 -0.955
F -2.645 4.386 -1.808
S -4.446 2.690 -0.932
F -4.816 4.265 -0.843
F -3.760 2.853 0.527
F -4.139 1.122 -0.908
F -5.241 2.618 -2.318
F -5.831 2.374 -0.174
O 3.333 1.413 -3.669
C 2.490 0.290 -3.761
C 3.314 -0.983 -4.163
C 3.943 -1.711 -2.948
C 2.906 -2.384 -2.011
P 5.127 3.253 -2.420
C 5.979 2.302 -3.798
O 5.167 4.907 -2.819
H 3.612 -0.046 0.817
H 1.643 2.083 -2.227
H 3.183 3.997 -4.347
H 2.280 4.877 -3.106
H 1.043 4.198 -5.259
H 1.195 2.499 -4.796
H 1.707 0.387 -4.555
H 1.950 0.029 -2.830
H 2.558 -1.690 -4.585
H 4.027 -0.775 -4.980
H 4.587 -1.044 -2.348
H 4.601 -2.532 -3.316
H 2.442 -3.283 -2.473
H 2.076 -1.720 -1.709
H 3.390 -2.718 -1.070
H 5.516 2.533 -4.777
H 7.046 2.608 -3.857
H 5.971 1.222 -3.573
H 4.679 5.347 -2.105
C -5.230 -1.293 -1.737
C -4.571 -2.626 -2.022
O -4.779 -3.555 -0.947
C -5.980 -4.131 -0.900
O -6.887 -3.956 -1.673
O -6.013 -4.932 0.173
C -7.279 -5.548 0.400
H -4.904 -0.907 -0.775
H -4.981 -0.571 -2.514
H -6.316 -1.389 -1.693
H -3.492 -2.492 -2.098
H -4.914 -3.051 -2.966
H -7.630 -6.069 -0.490
H -8.008 -4.800 0.714
H -7.148 -6.271 1.203
C -1.845 -3.363 1.452
C -0.596 -4.042 0.929
O 0.541 -3.171 0.991
C 1.094 -3.026 2.195
O 0.737 -3.567 3.214
O 2.109 -2.165 2.084
C 2.738 -1.848 3.323
H -2.012 -2.417 0.933
H -2.718 -4.002 1.310
H -1.756 -3.134 2.515
H -0.727 -4.291 -0.124
H -0.392 -4.973 1.461
H 3.044 -2.750 3.853
H 2.065 -1.253 3.941
H 3.624 -1.257 3.101
C 1.009 1.917 10.179
C 1.085 2.254 8.704
O 1.876 1.297 7.989
C 1.272 0.136 7.723
O 0.141 -0.159 8.015
O 2.146 -0.649 7.087
C 1.660 -1.964 6.813
H 2.011 1.804 10.598
H 0.484 2.701 10.725
H 0.484 0.975 10.342
H 1.581 3.215 8.572
H 0.092 2.335 8.259
H 0.708 -1.934 6.285
H 1.562 -2.528 7.741
H 2.392 -2.459 6.179
```

Mulliken population analysis, charges in e, atoms 1 to 4: -0.17 -0.42 1.29 -0.55



Below is a structure of composition C39H49N9O4PS4Sr at a distorted geometry, with properties calculated with the ωB97M-V functional and the def2-TZVPD basis.

## Properties
LUMO level (alpha / beta)	2.0 / 1.9	eV
largest force on an atom	7.135	eV/A
frontier orbital gap (alpha / beta)	6.09 / 5.56	eV
spin multiplicity	1
HOMO energy (alpha / beta)	-4.061 / -3.624	eV
net charge	-1

```
107
C39H49N9O4PS4Sr, DFT the ωB97M-V functional and the def2-TZVPD basis
Sr -0.013 0.593 -1.079
O 0.516 3.617 -0.405
S 1.714 3.790 0.553
O 2.525 5.081 0.471
O 2.470 2.575 0.234
C 1.434 3.191 2.393
C 2.557 3.095 3.270
C 2.628 2.406 4.492
C 1.394 2.052 5.052
C 0.235 2.532 4.389
C 0.196 2.685 2.963
P -1.252 2.444 1.970
C -2.888 1.413 2.276
C -3.432 0.192 1.771
C -4.031 -0.728 2.698
C -4.351 -0.382 4.028
C -4.115 0.956 4.336
C -3.394 1.819 3.490
C -1.903 4.134 1.392
C -3.035 4.350 0.568
C -3.613 5.630 0.428
C -3.025 6.796 0.904
C -1.807 6.618 1.538
C -1.225 5.343 1.728
H 3.474 3.518 2.865
H 3.577 2.081 4.953
H 1.308 1.462 5.979
H -0.700 2.542 4.937
H -3.269 -0.134 0.734
H -4.224 -1.766 2.404
H -4.678 -1.082 4.811
H -4.432 1.382 5.292
H -3.132 2.818 3.882
H -3.520 3.524 0.025
H -4.568 5.692 -0.111
H -3.530 7.768 0.817
H -1.297 7.480 1.941
H -0.233 5.344 2.196
S -3.774 1.754 -3.540
C -2.480 2.765 -3.797
S -1.165 3.580 -4.397
S -1.400 1.087 -3.940
C 1.170 -3.953 3.169
N 0.028 -2.945 2.801
C -0.695 -2.823 4.010
C 0.320 -1.967 1.595
N -0.272 -2.064 0.373
C -1.469 -2.694 -0.166
C -2.361 -3.313 0.633
C -3.591 -3.932 0.299
C -4.110 -4.013 -0.967
C -3.339 -3.235 -1.853
C -2.022 -2.654 -1.580
N -1.597 -1.991 -2.732
C -0.543 -2.223 -3.516
N -0.332 -1.365 -4.583
C 1.037 -1.160 -5.225
C -1.350 -1.106 -5.704
N 0.239 -3.361 -3.436
C 0.618 -4.037 -2.206
C 0.763 -4.107 -4.605
N 1.563 -1.386 1.602
C 3.798 -1.756 1.497
C 2.182 -0.763 3.001
H 0.754 -4.698 3.886
H 2.064 -3.450 3.594
H 1.486 -4.557 2.290
H -1.309 -3.763 4.102
H -1.385 -1.945 4.110
H 0.057 -2.837 4.825
H -2.077 -3.258 1.670
H -4.119 -4.357 1.164
H -5.016 -4.556 -1.247
H -3.710 -3.032 -2.856
H 1.799 -1.747 -4.719
H 1.277 -0.129 -5.102
H 1.008 -1.335 -6.290
H -2.201 -1.779 -5.540
H -0.889 -1.502 -6.628
H -1.641 -0.029 -5.828
H 0.888 -3.360 -1.403
H 1.463 -4.688 -2.475
H -0.192 -4.716 -1.869
H 0.702 -3.503 -5.513
H 0.170 -5.010 -4.738
H 1.813 -4.391 -4.431
H 3.665 -2.813 1.170
H 4.338 -1.580 2.489
H 4.190 -1.156 0.659
H 1.306 -0.833 3.844
H 2.482 0.126 2.584
H 2.969 -1.432 3.334
C 5.030 1.989 -3.043
N 4.119 0.947 -2.614
C 4.527 -0.284 -1.931
C 3.150 -0.930 -1.690
O 2.979 -2.012 -1.181
N 2.139 -0.089 -2.151
C 2.771 1.007 -2.578
N 2.101 2.048 -3.052
H 6.023 1.555 -3.135
H 5.073 2.800 -2.289
H 4.726 2.379 -4.019
H 5.116 -0.116 -1.012
H 5.097 -0.988 -2.563
H 1.129 1.968 -3.352
H 2.548 2.890 -3.393
```

Mulliken population analysis, charges in e, atoms 1 to 4: 1.43 -0.53 1.11 -0.75



Below is a structure of composition C4H8N2O2 at a distorted geometry, with properties calculated with the ωB97M-V functional and the def2-TZVPD basis.

## Properties
LUMO level	-0.1	eV
largest force on an atom	7.835	eV/A
frontier orbital gap	9.03	eV
spin multiplicity	1
ΔE to the lowest compared entry with this formula, charge and spin	8.4000	eV
HOMO energy	-9.184	eV
net charge	0

```
16
C4H8N2O2, DFT the ωB97M-V functional and the def2-TZVPD basis
C -1.544 -0.123 -0.785
C -0.376 -0.749 0.045
C -0.362 -1.598 1.146
C 1.146 -0.221 -0.259
H -1.896 2.129 -0.553
H -2.265 -0.905 -0.837
H -1.494 0.000 -1.882
H -1.299 -2.029 1.843
H 0.575 -1.878 1.651
H 2.855 -0.307 -0.865
H 2.109 1.182 -0.468
H -0.052 1.510 0.932
N 2.109 -1.000 -0.631
N 1.142 1.071 -0.249
O -1.620 1.025 -0.037
O 0.971 1.892 0.950
```

Mulliken population analysis, charges in e, atoms 1 to 4: -0.40 0.28 -0.68 0.25



Q: largest force on an atom of number 1 (C13H34INO8P3)?
A: 5.901 eV/A